(1)
# C4H14N2O

A cluster of 2 separate species, C4H14N2O in total (ωB97M-V with the def2-TZVPD basis set, the Open Molecules 2025 dataset).

Cartesian coordinates (Å):
C1 0.215 0.108 1.276
C2 -0.830 -0.450 0.298
C3 -0.571 -2.014 0.138
N1 -1.147 -2.715 1.182
C4 0.227 1.666 1.130
N2 1.280 2.036 0.187
H1 -0.012 -0.195 2.290
H2 1.195 -0.191 0.914
H3 -1.824 -0.278 0.712
H4 -0.732 -0.102 -0.718
H5 -0.931 -2.394 -0.833
H6 0.493 -2.184 0.006
H7 -0.668 -3.539 1.545
H8 -2.118 -2.981 1.026
H9 0.418 2.033 2.140
H10 -0.758 2.025 0.811
H11 1.364 3.052 0.185
H12 0.929 1.894 -0.754
H13 0.757 1.353 -2.614
H14 0.002 0.802 -3.784
O1 0.865 1.175 -3.555

Computed properties:
Charge ... +1
Highest occupied orbital energy (spin up / spin down) ... -0.48541 / -0.48516 Ha
Spin multiplicity ... 2

=====

(2)
# C24H36GeN5O4S2Si3Tc

A structure of composition C24H36GeN5O4S2Si3Tc (ωB97M-V with the def2-TZVPD basis set, the Open Molecules 2025 dataset).

Cartesian coordinates (Å):
Tc1 1.013 -0.498 0.189
O1 0.413 -0.366 4.231
C1 0.753 -0.548 3.086
O2 0.253 0.060 2.025
C2 1.861 -1.526 2.753
C3 2.560 -2.318 3.635
C4 3.552 -3.154 3.131
C5 3.819 -3.177 1.766
C6 3.080 -2.356 0.942
N1 2.135 -1.565 1.449
C7 3.210 -2.205 -0.566
O3 4.103 -2.747 -1.163
O4 2.283 -1.411 -1.081
H1 2.315 -2.277 4.688
H2 4.117 -3.788 3.803
H3 4.576 -3.814 1.326
S1 -0.426 0.646 -1.338
C8 -1.505 -0.657 -1.881
C9 -2.187 -0.446 -3.123
N2 -2.684 -0.259 -4.146
C10 -1.557 -1.841 -1.233
S2 -0.547 -2.297 0.092
C11 -2.519 -2.829 -1.668
N3 -3.296 -3.618 -1.979
C12 3.172 4.439 1.530
N4 3.170 3.086 0.992
C13 4.272 2.321 0.674
C14 3.792 1.117 0.269
N5 2.412 1.138 0.341
C15 2.079 2.335 0.781
H4 3.643 4.456 2.510
H5 2.145 4.777 1.628
H6 3.707 5.111 0.864
H7 5.278 2.702 0.744
H8 4.332 0.253 -0.086
H9 1.068 2.681 0.941
C16 -1.551 3.370 -3.305
Si1 -1.340 3.972 -1.553
C17 -2.504 5.401 -1.220
C18 0.412 4.596 -1.321
Ge1 -1.824 2.148 -0.057
Si2 -4.121 1.450 -0.457
C19 -5.141 2.602 0.621
C20 -4.762 1.745 -2.182
C21 -4.396 -0.325 0.081
Si3 -1.546 2.285 2.341
C22 -2.481 3.922 2.478
C23 0.033 2.687 3.263
C24 -2.571 0.940 3.108
H10 -1.748 4.211 -3.978
H11 -2.379 2.661 -3.396
H12 -0.648 2.858 -3.648
H13 -2.226 6.261 -1.840
H14 -2.470 5.712 -0.170
H15 -3.540 5.133 -1.458
H16 0.648 5.337 -2.093
H17 1.141 3.783 -1.402
H18 0.530 5.078 -0.343
H19 -4.875 3.649 0.441
H20 -5.017 2.393 1.688
H21 -6.202 2.481 0.372
H22 -4.548 2.763 -2.524
H23 -5.851 1.622 -2.156
H24 -4.360 1.050 -2.916
H25 -5.087 -0.367 0.928
H26 -3.467 -0.817 0.385
H27 -4.827 -0.910 -0.738
H28 -1.918 4.731 1.995
H29 -2.609 4.189 3.536
H30 -3.472 3.893 2.024
H31 0.152 3.771 3.343
H32 0.942 2.248 2.850
H33 -0.078 2.269 4.270
H34 -3.376 0.623 2.441
H35 -3.020 1.314 4.036
H36 -1.954 0.071 3.350

Computed properties:
Highest occupied orbital energy (spin up / spin down) ... -0.29392 / -0.30218 Ha
Spin multiplicity ... 3

=====

(3)
# C4H9NO

The molecule C4H9NO (ωB97M-V with the def2-TZVPD basis set, the Open Molecules 2025 dataset).

Cartesian coordinates (Å):
C1 1.091 -1.785 0.722
C2 0.228 -0.600 1.032
N1 0.690 0.547 0.131
C3 -0.008 1.250 -0.863
C4 -1.566 1.206 -0.975
O1 0.517 1.910 -1.755
H1 0.574 -2.600 1.269
H2 2.135 -1.591 0.881
H3 0.887 -1.883 -0.369
H4 -0.808 -0.791 0.735
H5 0.332 -0.257 2.131
H6 1.599 0.845 0.168
H7 -1.831 2.004 -0.363
H8 -1.895 1.528 -1.985
H9 -1.947 0.216 -0.759

Computed properties:
Highest occupied orbital energy ... -0.34523 Ha
Structure (SMILES) ... CCNC(C)=O

=====

(4)
# H28NO12

A cluster of 13 separate species, H28NO12 in total (ωB97M-V with the def2-TZVPD basis set, the Open Molecules 2025 dataset).

Cartesian coordinates (Å):
N1 0.131 0.063 -0.543
H1 0.743 0.194 -1.187
H2 -0.507 -0.551 -0.992
H3 -0.570 0.995 -0.358
H4 0.659 -0.226 0.352
O1 1.645 -2.479 0.983
H5 2.537 -2.631 0.855
H6 1.462 -2.138 1.840
O2 -0.769 3.519 -0.586
H7 -1.707 3.527 -0.875
H8 -0.265 3.878 -1.335
O3 -0.533 -2.772 -2.885
H9 -1.329 -2.293 -3.069
H10 -0.375 -3.633 -3.278
O4 -2.882 1.657 0.722
H11 -3.006 2.014 -0.188
H12 -3.488 2.200 1.280
O5 3.262 -0.361 -2.262
H13 3.880 -0.253 -1.535
H14 3.155 -1.412 -2.049
O6 -3.048 -1.077 0.327
H15 -2.798 -0.260 0.932
H16 -2.328 -1.701 0.734
O7 2.155 2.720 0.454
H17 2.694 3.113 1.147
H18 1.295 2.995 0.676
O8 -0.541 1.522 2.147
H19 -0.966 1.429 3.072
H20 -1.248 1.558 1.621
O9 2.763 0.253 1.770
H21 3.424 -0.348 1.817
H22 2.999 0.974 1.193
O10 -2.420 1.059 -2.560
H23 -1.550 0.832 -3.031
H24 -3.173 1.227 -3.156
O11 -0.510 -3.794 -0.134
H25 -0.526 -3.757 -1.109
H26 0.339 -3.233 0.049
O12 0.888 -1.196 3.011
H27 0.655 -0.215 3.214
H28 -0.145 -1.397 2.938

Computed properties:
Charge ... +1
Highest occupied orbital energy ... -0.47971 Ha

=====

The following strongest force on any atom values (in eV/Å) correspond, in order, to the records above: 2.43; 0.97; 3.99; 9.52.
The following DFT total energy values (in eV) correspond, in order, to the records above: -9393.0807; -145136.3730; -7831.0364; -26506.4200.